# C43H54BrN3P2Ti

A structure of composition C43H54BrN3P2Ti at a distorted geometry (the ωB97M-V functional and the def2-TZVPD basis, the Open Molecules 2025 dataset).

As for the LUMO energy: -6.27 eV. The calculation puts the HOMO energy at -12.680 eV. The energy relative to the best compared isomer or geometry (same formula, charge and spin) comes out at 26.3 kcal/mol. Its total energy is -161662.6278 eV. As for the charge: +2.

Element x y z (Å)
Ti1 -0.109 0.204 0.377
C1 0.946 3.857 2.073
C2 -0.321 3.327 2.743
C3 -1.121 4.452 3.397
P1 -1.233 2.176 1.555
C4 -2.431 3.182 0.506
C5 -1.691 4.376 -0.105
C6 -3.722 3.622 1.190
C7 -2.094 1.083 2.740
C8 -3.214 1.393 3.499
C9 -3.723 0.506 4.444
C10 -5.008 0.770 5.156
C11 -2.969 -0.626 4.745
C12 -1.820 -0.928 4.044
C13 -1.420 -0.149 2.948
N1 -0.430 -0.493 2.052
C14 0.184 -1.748 2.034
C15 -0.503 -2.947 2.275
C16 0.157 -4.160 2.251
C17 1.526 -4.234 2.012
C18 2.264 -5.528 2.090
C19 2.204 -3.054 1.725
C20 1.561 -1.824 1.697
P2 2.350 -0.176 1.394
C21 3.075 0.044 3.112
C22 3.835 -1.175 3.625
C23 1.962 0.415 4.086
C24 3.876 -0.317 0.265
C25 4.102 -1.677 -0.395
C26 5.178 0.236 0.849
H1 1.594 4.309 2.820
H2 1.496 3.044 1.583
H3 0.711 4.624 1.340
H4 -0.029 2.638 3.548
H5 -1.952 4.067 3.984
H6 -0.457 4.978 4.082
H7 -1.498 5.181 2.684
H8 -2.702 2.495 -0.308
H9 -1.492 5.144 0.636
H10 -0.745 4.080 -0.556
H11 -2.304 4.829 -0.881
H12 -3.538 4.089 2.154
H13 -4.217 4.359 0.560
H14 -4.401 2.780 1.311
H15 -3.714 2.336 3.357
H16 -5.536 1.614 4.721
H17 -5.654 -0.108 5.112
H18 -4.823 0.983 6.208
H19 -3.282 -1.276 5.549
H20 -1.234 -1.784 4.339
H21 -1.565 -2.932 2.480
H22 -0.400 -5.064 2.444
H23 1.639 -6.360 1.779
H24 3.162 -5.512 1.478
H25 2.566 -5.711 3.120
H26 3.262 -3.119 1.541
H27 3.760 0.893 3.020
H28 3.151 -1.977 3.890
H29 4.546 -1.562 2.901
H30 4.388 -0.898 4.519
H31 1.306 -0.437 4.265
H32 2.392 0.716 5.039
H33 1.363 1.238 3.694
H34 3.601 0.384 -0.538
H35 4.684 -2.339 0.241
H36 3.161 -2.165 -0.654
H37 4.673 -1.529 -1.310
H38 5.580 -0.375 1.652
H39 5.919 0.250 0.052
H40 5.062 1.257 1.208
C27 0.846 3.020 -2.768
C28 -0.111 2.679 -3.719
C29 -1.112 1.792 -3.371
C30 -1.137 1.241 -2.087
N2 -0.144 1.504 -1.207
C31 0.803 2.387 -1.540
C32 -2.233 0.418 -1.566
C33 -3.430 0.211 -2.260
C34 -4.472 -0.461 -1.653
C35 -4.323 -0.948 -0.364
C36 -3.124 -0.771 0.312
C37 -2.058 -0.084 -0.260
H41 1.614 3.745 -2.983
H42 -0.083 3.095 -4.712
H43 -1.880 1.534 -4.082
H44 1.566 2.582 -0.787
H45 -3.570 0.586 -3.262
H46 -5.403 -0.591 -2.181
H47 -5.140 -1.466 0.114
H48 -3.045 -1.170 1.317
C38 -2.312 -4.388 -1.584
C39 -1.235 -3.416 -1.921
C40 -0.699 -3.317 -3.205
C41 0.283 -2.377 -3.448
C42 0.672 -1.543 -2.410
Br1 2.037 -0.276 -2.755
N3 0.154 -1.577 -1.184
C43 -0.769 -2.524 -0.962
H49 -2.272 -5.259 -2.233
H50 -3.281 -3.909 -1.726
H51 -2.242 -4.706 -0.547
H52 -1.043 -3.961 -4.000
H53 0.745 -2.278 -4.417
H54 -1.169 -2.577 0.044

Mulliken population analysis, charges in e, atoms 1 to 8: Ti -2.13; C -1.01; C 1.20; C -1.52; P 1.16; C 2.00; C -1.38; C -1.69